Formula: C27H46BrCaNP2S
Source: OMol25
Level of theory: ωB97M-V with the def2-TZVPD basis set

Calculated total energy: -5443.09610 Ha
Energy relative to the best compared isomer or geometry (same formula, charge and spin): 76.5 kJ/mol
Gap between HOMO and LUMO: 4.525 eV
2S+1: 1
Charge: +2
E_HOMO: -12.36 eV

Structure (XYZ):
```
79
C27H46BrCaNP2S, DFT ωB97M-V with the def2-TZVPD basis set
N 1.28967 -7.31035 -0.38335
C 0.07182 -7.05892 0.08885
C -0.60157 -5.85996 -0.17754
C 0.01752 -4.92015 -1.03591
C 1.36861 -5.14733 -1.37945
C 1.92804 -6.40158 -1.11252
C -0.74025 -3.82858 -1.65682
Ca -2.17306 -1.99899 -1.30826
P -3.15081 1.56042 -2.42576
C -0.15322 -2.65750 -2.16954
C 0.89459 -1.86159 -1.52655
C 1.30044 -0.67532 -2.18280
C 1.83842 0.37489 -1.47311
C 2.12569 0.25066 -0.09361
C 2.00150 -1.04242 0.47558
C 1.37115 -2.07618 -0.21770
Br -0.77519 0.25638 0.58898
H -1.72028 -4.16239 -2.07671
H -0.40431 -2.32675 -3.19092
H -1.57758 -5.66585 0.27878
H 1.96174 -4.39763 -1.90675
H -0.40022 -7.84232 0.68889
H 2.91516 -6.65614 -1.50461
H 1.10610 -0.57355 -3.25287
H 1.17744 -3.02393 0.27826
H 2.01303 1.32991 -1.97239
H 2.35262 -1.19982 1.49618
P 2.58252 1.74276 0.85895
C -3.69821 -0.14113 -2.17478
C -5.19407 -0.36726 -2.43946
H -3.50462 -0.31895 -1.09445
H -3.09649 -0.74539 -2.89207
H -5.55359 -1.26511 -1.91823
H -5.80975 0.47432 -2.08838
H -5.39873 -0.49851 -3.50965
C -1.38021 1.62058 -2.89770
C -0.95934 2.97418 -3.48664
H -1.21801 0.81810 -3.63180
H -0.82014 1.38437 -1.98257
H 0.00843 2.87870 -3.99472
H -1.68151 3.34284 -4.22716
H -0.84317 3.74929 -2.71826
C -3.08611 2.28072 -0.72749
C -3.47076 3.75744 -0.60218
H -2.05975 2.11524 -0.36806
H -3.74245 1.66807 -0.09692
H -3.02786 4.17905 0.31111
H -3.13783 4.37252 -1.44759
H -4.56034 3.87677 -0.51050
C 1.32454 2.20592 2.08642
C 1.71549 3.29831 3.08072
H 1.01006 1.28351 2.59784
H 0.45222 2.51182 1.48762
H 2.43283 2.92918 3.82677
H 2.14007 4.17755 2.58083
H 0.81066 3.61955 3.61268
C 2.73001 3.07750 -0.33911
C 3.93703 2.96905 -1.26659
H 2.76138 4.00425 0.25244
H 1.78033 3.07887 -0.88876
H 4.87239 3.12948 -0.71969
H 4.00743 2.00514 -1.78548
H 3.85887 3.74631 -2.03376
C 4.21882 1.49929 1.57736
C 4.29079 0.53569 2.74995
H 4.56655 2.50384 1.86031
H 4.85046 1.16668 0.74266
H 3.98598 -0.47583 2.46166
H 5.33195 0.48447 3.08258
H 3.67904 0.87494 3.59457
C -1.34732 -1.01279 5.39000
S -1.46144 -0.87515 3.60665
C -2.89032 0.20217 3.52296
H -0.28110 -0.98705 5.63641
H -1.75809 -1.98279 5.68520
H -1.86988 -0.19867 5.89895
H -3.78878 -0.40923 3.37359
H -2.98868 0.78103 4.44612
H -2.75638 0.87334 2.66933
```